[1]
Formula: H26O13
Source: the OMol25 dataset
Level of theory: ωB97M-V/def2-TZVPD

Element x y z (Å)
1 H 0.756 0.967 -0.762
2 H -0.061 -0.056 -1.533
3 H 4.749 1.681 -2.303
4 H 5.414 2.490 -1.201
5 H -3.607 -1.250 -1.055
6 H -4.576 -2.223 -1.707
7 H -2.929 -0.133 1.808
8 H -3.282 1.049 2.696
9 H -0.071 5.964 0.519
10 H 0.049 4.538 0.009
11 H -0.828 -3.327 0.806
12 H 0.573 -3.196 1.379
13 H 1.862 -2.353 -2.091
14 H 1.601 -0.876 -2.334
15 H -0.295 1.164 3.548
16 H -1.560 0.345 3.744
17 H -2.323 2.221 -2.748
18 H -1.393 1.701 -1.664
19 H -2.060 -1.864 -2.384
20 H -2.838 -3.151 -2.606
21 H -2.352 1.345 0.108
22 H -1.541 0.545 1.114
23 H 3.062 -2.455 3.143
24 H 2.574 -1.139 2.559
25 H 4.333 -1.617 0.385
26 H 5.661 -2.185 -0.088
27 O 0.842 0.151 -1.266
28 O 4.901 2.587 -2.011
29 O -4.387 -1.785 -0.870
30 O -2.544 0.485 2.439
31 O 0.126 5.456 -0.276
32 O -0.101 -2.702 0.899
33 O 1.166 -1.736 -2.344
34 O -1.242 1.254 3.704
35 O -2.190 1.473 -2.155
36 O -2.922 -2.267 -2.231
37 O -2.051 1.357 1.024
38 O 3.369 -1.672 2.673
39 O 4.918 -2.375 0.496

frontier orbital gap: 7.8 eV

Results of the Mulliken charge analysis, in e, for atoms 1 through 5: 0.311, 0.310, 0.311, 0.320, 0.360

=====

[2]
Formula: H26O13
Source: the OMol25 dataset
Level of theory: ωB97M-V/def2-TZVPD

Element x y z (Å)
1 H 0.017 0.361 0.881
2 H 0.027 -0.759 -0.146
3 H 1.038 0.781 -3.230
4 H -0.344 1.188 -2.745
5 H 1.391 -0.558 -5.097
6 H -0.018 -0.897 -4.640
7 H -1.849 0.538 2.096
8 H -0.411 0.934 2.389
9 H -1.405 -4.557 0.945
10 H -2.500 -5.202 0.111
11 H 1.341 -1.760 -1.918
12 H 2.372 -0.692 -1.591
13 H -2.327 -1.689 -1.250
14 H -3.654 -2.402 -1.045
15 H 1.406 -0.975 2.189
16 H 2.183 -2.123 2.813
17 H -0.779 3.362 -3.162
18 H -1.456 3.210 -1.810
19 H -3.336 1.178 0.281
20 H -2.351 2.129 0.942
21 H 3.497 2.115 -1.605
22 H 3.228 0.815 -2.345
23 H 0.934 2.125 4.148
24 H 0.234 1.446 5.314
25 H 1.466 -0.470 4.432
26 H 2.397 0.685 4.099
27 O -0.386 0.090 0.048
28 O 0.594 1.353 -2.594
29 O 0.468 -0.320 -5.239
30 O -1.169 1.171 1.842
31 O -1.671 -5.400 0.560
32 O 1.955 -1.482 -1.229
33 O -3.131 -1.660 -0.720
34 O 1.480 -1.491 3.000
35 O -1.636 3.441 -2.728
36 O -2.981 2.072 0.214
37 O 3.082 1.766 -2.402
38 O 0.209 1.524 4.354
39 O 2.082 0.151 4.837

frontier orbital gap: 9.5 eV

Results of the Mulliken charge analysis, in e, for atoms 1 through 5: 0.230, 0.263, 0.204, 0.316, 0.318

=====

[3]
Formula: H26O13
Source: the OMol25 dataset
Level of theory: ωB97M-V/def2-TZVPD

Element x y z (Å)
1 H -1.085 0.073 0.448
2 H 0.120 0.999 0.472
3 H 2.402 3.756 -1.032
4 H 1.906 5.048 -0.402
5 H 1.188 -4.288 0.731
6 H 0.192 -3.283 0.177
7 H -0.266 2.430 -1.111
8 H 0.256 3.818 -1.442
9 H -3.525 1.416 3.506
10 H -2.374 2.383 3.283
11 H -1.143 -1.546 -3.308
12 H -1.092 -0.217 -4.044
13 H 0.930 1.439 1.903
14 H 0.404 0.013 1.901
15 H 0.540 -1.289 -0.853
16 H 1.321 0.014 -0.921
17 H 1.911 -4.367 -1.359
18 H 0.865 -3.421 -1.926
19 H 3.363 -2.303 0.378
20 H 4.256 -1.993 1.569
21 H -3.011 -0.630 0.841
22 H -4.177 -1.038 1.727
23 H -5.185 0.386 -0.566
24 H -5.768 0.070 -1.934
25 H 4.620 1.637 0.583
26 H 3.280 0.940 0.747
27 O -0.124 0.072 0.375
28 O 2.518 4.713 -1.067
29 O 0.430 -3.751 0.985
30 O -0.502 3.363 -1.059
31 O -2.563 1.457 3.471
32 O -0.835 -0.637 -3.216
33 O 1.140 0.552 2.215
34 O 1.421 -0.923 -0.717
35 O 0.995 -4.090 -1.244
36 O 3.481 -1.670 1.096
37 O -3.802 -1.181 0.851
38 O -5.903 0.630 -1.161
39 O 3.814 1.417 0.102

frontier orbital gap: 10.0 eV

Results of the Mulliken charge analysis, in e, for atoms 1 through 5: 0.103, 0.243, 0.297, 0.332, 0.279

=====

[4]
Formula: H26O13Xe
Source: the OMol25 dataset
Level of theory: ωB97M-V/def2-TZVPD

Element x y z (Å)
1 Xe 0.311 -0.125 0.285
2 O 2.365 -4.060 0.956
3 H 2.092 -3.221 1.329
4 H 2.879 -4.475 1.649
5 O 1.675 0.325 -3.082
6 H 1.390 1.123 -2.636
7 H 2.592 0.488 -3.302
8 O -2.287 2.401 -0.926
9 H -3.048 2.970 -0.808
10 H -2.657 1.551 -1.161
11 O 2.132 3.320 0.935
12 H 2.706 3.884 0.417
13 H 2.487 2.440 0.815
14 O -0.399 1.618 3.746
15 H -0.530 0.674 3.837
16 H -1.145 1.915 3.225
17 O -2.268 2.857 1.765
18 H -2.919 2.272 2.152
19 H -2.090 2.482 0.902
20 O 3.992 0.809 1.011
21 H 4.518 0.556 0.252
22 H 3.975 0.026 1.562
23 O -2.132 -2.651 0.968
24 H -1.309 -3.128 1.083
25 H -2.116 -2.361 0.056
26 O -3.469 -0.019 -1.859
27 H -3.010 -0.856 -1.796
28 H -4.321 -0.181 -1.454
29 O -1.875 -2.326 -1.730
30 H -1.826 -3.282 -1.714
31 H -1.207 -2.061 -2.362
32 O -0.202 -1.404 -3.973
33 H 0.282 -0.667 -3.601
34 H 0.363 -2.163 -3.824
35 O 0.661 2.771 -1.565
36 H -0.276 2.746 -1.370
37 H 1.067 3.077 -0.755
38 O 1.469 -2.446 3.373
39 H 0.577 -2.102 3.330
40 H 1.555 -2.777 4.267

frontier orbital gap: 10.8 eV

Results of the Mulliken charge analysis, in e, for atoms 1 through 5: 0.024, -0.623, 0.312, 0.297, -0.657

=====

[5]
Formula: H27O13
Source: the OMol25 dataset
Level of theory: ωB97M-V/def2-TZVPD

Element x y z (Å)
1 O 1.360 -1.665 3.002
2 H 1.162 -2.565 3.132
3 H 1.654 -1.499 2.096
4 O 1.138 1.797 0.651
5 H 1.493 1.482 1.476
6 H 1.719 1.523 -0.297
7 O -0.566 2.210 2.956
8 H -4.138 -1.102 -0.075
9 O 0.888 -3.073 -1.935
10 H 0.014 -3.413 -2.202
11 H 1.278 -3.888 -2.226
12 O 2.243 -0.529 -2.665
13 H 1.489 -0.626 -2.177
14 H 2.932 -1.067 -2.822
15 O 1.876 0.866 3.048
16 H 1.161 0.573 3.721
17 H 2.632 0.330 3.039
18 O -2.912 0.922 -2.021
19 H -3.140 0.024 -1.590
20 H -3.682 1.277 -2.369
21 O -3.592 -1.319 -0.809
22 H -2.972 -2.015 -0.716
23 H 3.006 1.791 -1.965
24 O -0.691 0.257 1.063
25 H -1.276 0.008 0.357
26 H -1.364 0.876 1.596
27 O 0.593 4.532 -0.424
28 H -0.098 3.955 -0.761
29 H 1.405 4.069 -0.313
30 O -1.668 -1.327 -2.847
31 H -2.522 -1.742 -3.107
32 H -1.697 -0.511 -3.383
33 O -1.197 -3.204 0.709
34 H -0.649 -2.997 1.477
35 H -2.029 -3.238 1.028
36 O 2.970 1.513 -1.039
37 H 3.807 1.594 -0.597
38 H 0.255 1.020 0.396
39 H 0.028 2.053 3.745
40 H -0.909 3.107 2.847

charge: +1
frontier orbital gap: 10.3 eV

Results of the Mulliken charge analysis, in e, for atoms 1 through 5: -0.584, 0.272, 0.316, -0.596, 0.474

=====

[6]
Formula: H28NO17
Source: the OMol25 dataset
Level of theory: ωB97M-V/def2-TZVPD

Element x y z (Å)
1 N 0.023 -0.037 0.108
2 O -1.074 -0.439 0.549
3 O 0.830 -0.955 -0.254
4 O 0.068 1.051 -0.467
5 O 0.493 -2.786 -2.243
6 H 0.403 -2.243 -1.448
7 H -0.333 -2.799 -2.737
8 O -3.139 1.350 -0.127
9 H -2.345 1.206 0.358
10 H -3.363 2.244 -0.075
11 O -2.034 -2.549 1.710
12 H -1.606 -3.114 1.089
13 H -2.013 -1.639 1.286
14 O -2.624 -1.132 -1.670
15 H -3.433 -0.608 -1.887
16 H -2.075 -0.612 -1.078
17 O 1.855 0.224 -2.723
18 H 1.381 0.913 -3.231
19 H 1.298 -0.028 -2.025
20 O 3.787 -0.626 -0.747
21 H 3.548 -1.484 -1.057
22 H 4.297 -0.934 -0.019
23 O -4.588 -0.703 0.755
24 H -5.526 -0.402 0.616
25 H -4.012 -0.018 0.394
26 O 1.163 2.724 1.898
27 H 1.000 3.694 1.842
28 H 0.245 2.521 1.936
29 O -1.477 2.201 2.010
30 H -2.209 2.704 2.364
31 H -1.540 1.296 2.300
32 O 2.471 2.435 -0.792
33 H 1.823 1.846 -0.396
34 H 2.662 2.953 0.011
35 O -1.062 3.338 -1.096
36 H -0.915 3.775 -1.960
37 H -0.596 2.527 -1.053
38 O 1.761 -2.745 1.709
39 H 1.360 -2.031 1.155
40 H 2.577 -2.403 2.052
41 O 1.856 0.125 2.321
42 H 1.107 -0.166 2.814
43 H 1.726 1.039 2.196
44 O 3.025 -3.050 -1.611
45 H 3.093 -3.681 -0.902
46 H 2.127 -2.983 -1.878

charge: -1
frontier orbital gap: 9.0 eV

Results of the Mulliken charge analysis, in e, for atoms 1 through 5: 0.354, -0.454, -0.012, -0.365, -0.739

=====

[7]
Formula: H28O14
Source: the OMol25 dataset
Level of theory: ωB97M-V/def2-TZVPD

Element x y z (Å)
1 O -0.565 25.944 -0.545
2 H -0.867 25.026 -0.495
3 H -1.202 26.235 -1.207
4 O -0.890 23.366 -0.083
5 H -0.714 23.511 0.824
6 H -0.011 23.503 -0.462
7 O -3.794 22.549 4.150
8 H -2.883 22.673 3.824
9 H -3.748 22.287 5.052
10 O -4.891 25.457 0.366
11 H -5.816 25.550 0.166
12 H -4.479 25.293 -0.478
13 O -3.596 22.684 0.468
14 H -2.776 22.927 0.034
15 H -3.377 22.003 1.105
16 O -2.822 19.665 -0.618
17 H -2.470 18.798 -0.854
18 H -3.630 19.712 -1.094
19 O -3.388 20.316 1.875
20 H -3.147 19.428 2.063
21 H -3.624 20.235 0.946
22 O -5.671 20.293 3.514
23 H -4.881 20.631 3.097
24 H -6.013 21.112 3.779
25 O -6.511 22.454 1.370
26 H -7.353 22.325 1.769
27 H -6.205 23.232 1.815
28 O -3.043 23.020 -2.396
29 H -3.660 22.517 -1.823
30 H -3.403 23.005 -3.268
31 O -5.831 20.003 0.224
32 H -5.959 20.857 0.676
33 H -5.811 19.250 0.815
34 O -6.246 22.978 -1.584
35 H -6.099 22.994 -0.647
36 H -5.713 22.242 -1.859
37 O -1.556 22.889 2.778
38 H -0.883 22.955 3.485
39 H -1.750 23.760 2.547
40 O -3.107 25.658 -1.869
41 H -3.545 26.027 -2.686
42 H -3.159 24.709 -2.084

frontier orbital gap: 10.5 eV

Results of the Mulliken charge analysis, in e, for atoms 1 through 5: -0.683, 0.458, 0.391, -0.798, 0.248

=====

[8]
Formula: H28O14
Source: the OMol25 dataset
Level of theory: ωB97M-V/def2-TZVPD

Element x y z (Å)
1 O -12.799 24.961 5.994
2 H -13.583 24.578 5.694
3 H -12.694 24.696 6.897
4 O -10.970 23.667 7.713
5 H -10.832 24.157 8.474
6 H -10.991 22.772 8.013
7 O -11.586 27.381 6.747
8 H -11.686 26.761 6.044
9 H -10.869 27.095 7.358
10 O -13.931 24.344 9.358
11 H -13.782 23.411 9.620
12 H -14.661 24.246 8.753
13 O -11.753 24.492 2.853
14 H -11.985 25.278 3.323
15 H -12.586 24.161 2.496
16 O -15.241 24.332 7.052
17 H -15.959 24.486 6.382
18 H -14.844 25.156 7.329
19 O -10.562 23.255 5.075
20 H -11.471 23.338 4.730
21 H -10.734 23.447 5.984
22 O -11.460 24.839 10.321
23 H -11.742 24.838 11.275
24 H -12.216 24.532 9.767
25 O -15.200 25.695 2.671
26 H -15.161 24.895 3.215
27 H -15.799 26.386 3.061
28 O -14.463 23.236 4.166
29 H -14.429 23.093 3.195
30 H -15.166 22.622 4.336
31 O -14.160 21.925 7.085
32 H -14.494 22.788 6.858
33 H -13.205 21.891 7.079
34 O -12.847 26.968 3.199
35 H -13.549 26.556 2.660
36 H -13.213 27.046 4.080
37 O -15.013 27.044 5.450
38 H -15.590 27.211 6.169
39 H -14.306 27.738 5.339
40 O -13.649 27.561 8.644
41 H -13.039 27.827 9.302
42 H -13.016 27.325 7.913

frontier orbital gap: 9.4 eV

Results of the Mulliken charge analysis, in e, for atoms 1 through 5: 0.361, 0.098, -0.003, -0.636, 0.265

=====

What did we get for LUMO? Answer: -0.0108, -0.0253, -0.0131, -0.0002, -0.1090, 0.0798, 0.0029, -0.0165 Eh, in the order shown.
What did we get for highest occupied orbital energy? Answer: -8.08, -10.23, -10.32, -10.77, -13.27, -6.85, -10.42, -9.83 eV, in the order shown.